[1]
Entry from OMol25: a cluster of 13 separate species, C44H88O29 in total (ωB97M-V with the def2-TZVPD basis set).

* HOMO-LUMO gap: 0.363 hartree
* molecular weight: 1081.16 g/mol
* DFT total energy: -3911.1656 hartree
* E_HOMO: -9.342 eV
* net charge: 0
* energy above the lowest of the compared OMol25 structures with the same formula, charge and spin: 282.2 kJ/mol

Positions of all 161 atoms, in Å:
C: 1.531 -5.837 -0.108
O: 0.507 -5.225 -0.979
C: 0.816 -4.027 -1.510
O: 1.909 -3.547 -1.354
O: -0.225 -3.643 -2.240
C: 0.067 -2.679 -3.287
H: 2.336 -6.235 -0.662
H: 1.145 -6.709 0.390
H: 1.823 -5.133 0.740
H: 0.872 -1.984 -2.912
H: -0.873 -2.214 -3.500
H: 0.440 -3.222 -4.187
C: -1.249 4.261 4.119
O: -2.539 3.669 4.009
C: -2.785 2.548 4.651
O: -3.890 2.028 4.653
O: -1.812 2.169 5.438
C: -2.028 0.946 6.155
H: -1.458 5.243 3.697
H: -0.468 3.809 3.494
H: -0.927 4.251 5.162
H: -2.302 0.129 5.460
H: -2.843 1.077 6.873
H: -1.080 0.671 6.637
C: -3.926 -3.297 -3.274
O: -3.431 -2.569 -2.106
C: -4.285 -2.246 -1.102
O: -3.938 -1.664 -0.097
O: -5.574 -2.495 -1.307
C: -6.486 -2.006 -0.321
H: -4.649 -2.632 -3.759
H: -4.391 -4.300 -3.009
H: -3.024 -3.395 -3.878
H: -7.436 -2.436 -0.560
H: -6.488 -0.891 -0.319
H: -6.159 -2.335 0.604
C: 3.830 4.884 -5.035
O: 2.895 5.101 -3.997
C: 3.321 4.979 -2.703
O: 4.424 4.638 -2.425
O: 2.379 5.353 -1.876
C: 2.593 5.400 -0.504
H: 4.585 5.662 -4.975
H: 3.177 4.841 -5.915
H: 4.267 3.893 -4.865
H: 1.665 5.825 -0.085
H: 3.419 6.072 -0.320
H: 2.731 4.417 -0.090
C: -0.249 2.951 0.839
O: -0.488 1.842 1.729
C: -1.814 1.576 1.910
O: -2.729 2.142 1.395
O: -1.911 0.490 2.765
C: -3.168 -0.131 2.671
H: -0.681 2.774 -0.168
H: 0.843 3.039 0.714
H: -0.722 3.871 1.252
H: -3.158 -1.040 3.329
H: -3.316 -0.546 1.652
H: -3.975 0.472 2.960
C: 0.615 -1.637 2.010
O: 1.333 -0.946 0.982
C: 0.730 -0.505 -0.144
O: 1.395 0.116 -0.929
O: -0.555 -0.708 -0.198
C: -1.251 -0.239 -1.323
H: 0.881 -1.141 2.966
H: 0.953 -2.722 2.039
H: -0.486 -1.643 1.852
H: -1.934 0.609 -1.111
H: -1.852 -1.048 -1.687
H: -0.532 0.128 -2.080
C: 4.450 2.118 0.532
O: 4.187 1.188 1.609
C: 4.157 -0.135 1.303
O: 3.922 -0.897 2.209
O: 4.248 -0.427 0.007
C: 3.979 -1.817 -0.311
H: 4.791 3.019 1.031
H: 3.552 2.290 -0.089
H: 5.205 1.696 -0.091
H: 4.875 -2.407 -0.561
H: 3.334 -1.877 -1.186
H: 3.562 -2.322 0.544
C: -2.028 1.199 -5.986
O: -3.443 1.512 -5.705
C: -4.003 0.701 -4.796
O: -3.562 -0.389 -4.410
O: -5.106 1.250 -4.416
C: -5.939 0.498 -3.528
H: -1.483 0.896 -5.109
H: -1.685 2.111 -6.529
H: -2.039 0.381 -6.725
H: -5.990 -0.549 -3.850
H: -6.961 0.963 -3.697
H: -5.449 0.488 -2.611
C: -1.625 -4.414 2.548
C: -2.130 -4.325 1.152
C: -2.422 -5.769 0.769
O: -1.195 -6.437 1.325
C: -1.099 -5.833 2.625
H: -2.512 -4.298 3.198
H: -0.839 -3.705 2.768
H: -1.311 -4.026 0.423
H: -2.950 -3.657 1.016
H: -2.553 -5.901 -0.299
H: -3.277 -6.205 1.366
H: -0.055 -5.801 2.878
H: -1.650 -6.527 3.278
C: 1.606 0.087 -4.678
C: 2.820 -0.561 -3.944
C: 3.908 0.386 -4.353
O: 3.609 0.779 -5.734
C: 2.245 0.952 -5.727
H: 0.969 0.586 -3.955
H: 0.883 -0.661 -5.070
H: 2.986 -1.516 -4.483
H: 2.616 -0.599 -2.898
H: 4.884 -0.100 -4.312
H: 3.896 1.310 -3.725
H: 1.842 0.775 -6.728
H: 1.966 1.984 -5.544
C: -3.663 4.408 -2.007
C: -2.641 4.798 -3.052
C: -1.850 3.536 -3.357
O: -2.508 2.453 -2.796
C: -3.283 2.973 -1.683
H: -4.666 4.476 -2.405
H: -3.574 5.134 -1.154
H: -1.958 5.528 -2.637
H: -3.083 5.231 -3.931
H: -0.841 3.634 -2.909
H: -1.686 3.367 -4.458
H: -2.722 2.924 -0.782
H: -4.159 2.343 -1.577
C: 3.657 2.925 4.563
C: 2.918 1.585 4.736
C: 1.810 1.587 3.729
O: 1.791 2.920 3.186
C: 2.567 3.840 4.042
H: 4.428 2.854 3.761
H: 4.097 3.331 5.491
H: 2.495 1.554 5.764
H: 3.570 0.671 4.543
H: 0.826 1.321 4.191
H: 2.070 0.856 2.916
H: 1.986 4.199 4.857
H: 2.790 4.748 3.451
C: 3.411 -2.757 4.906
C: 4.440 -3.600 4.084
C: 3.632 -4.557 3.306
O: 2.291 -4.390 3.635
C: 2.181 -3.640 4.905
H: 3.174 -1.930 4.282
H: 3.786 -2.495 5.882
H: 5.024 -4.145 4.811
H: 5.115 -2.986 3.485
H: 3.881 -5.663 3.587
H: 3.722 -4.441 2.280
H: 2.129 -4.363 5.753
H: 1.262 -3.093 4.832

Atoms 1-2, force components in eV/Å:
-0.9 1.5 1.4
0.3 -0.6 0.9

Löwdin atomic charge list, values in e, 99 entries: atom 1 (C): 0.00, atom 2 (O): -0.01, atom 3 (C): -0.60, atom 4 (O): 0.12, atom 5 (O): 0.00, atom 6 (C): -0.01, atom 7 (H): 0.08, atom 8 (H): 0.07, atom 9 (H): 0.11, atom 10 (H): 0.09, atom 11 (H): 0.07, atom 12 (H): 0.12, atom 13 (C): -0.02, atom 14 (O): 0.02, atom 15 (C): -0.65, atom 16 (O): 0.11, atom 17 (O): -0.02, atom 18 (C): -0.01, atom 19 (H): 0.10, atom 20 (H): 0.07, atom 21 (H): 0.10, atom 22 (H): 0.09, atom 23 (H): 0.10, atom 24 (H): 0.10, atom 25 (C): -0.01, atom 26 (O): -0.04, atom 27 (C): -0.58, atom 28 (O): 0.09, atom 29 (O): -0.02, atom 30 (C): -0.01, atom 31 (H): 0.07, atom 32 (H): 0.12, atom 33 (H): 0.09, atom 34 (H): 0.09, atom 35 (H): 0.12, atom 36 (H): 0.07, atom 37 (C): -0.04, atom 38 (O): -0.04, atom 39 (C): -0.61, atom 40 (O): 0.14, atom 41 (O): 0.01, atom 42 (C): -0.04, atom 43 (H): 0.10, atom 44 (H): 0.10, atom 45 (H): 0.09, atom 46 (H): 0.11, atom 47 (H): 0.10, atom 48 (H): 0.06, atom 49 (C): -0.02, atom 50 (O): -0.02, atom 51 (C): -0.55, atom 52 (O): 0.15, atom 53 (O): -0.03, atom 54 (C): -0.07, atom 55 (H): 0.09, atom 56 (H): 0.09, atom 57 (H): 0.11, atom 58 (H): 0.11, atom 59 (H): 0.08, atom 60 (H): 0.06, atom 61 (C): -0.02, atom 62 (O): -0.02, atom 63 (C): -0.60, atom 64 (O): 0.12, atom 65 (O): 0.02, atom 66 (C): -0.01, atom 67 (H): 0.10, atom 68 (H): 0.10, atom 69 (H): 0.09, atom 70 (H): 0.10, atom 71 (H): 0.06, atom 72 (H): 0.10, atom 73 (C): -0.01, atom 74 (O): -0.02, atom 75 (C): -0.58, atom 76 (O): 0.10, atom 77 (O): 0.00, atom 78 (C): -0.02, atom 79 (H): 0.09, atom 80 (H): 0.09, atom 81 (H): 0.08, atom 82 (H): 0.10, atom 83 (H): 0.06, atom 84 (H): 0.07, atom 85 (C): -0.02, atom 86 (O): -0.01, atom 87 (C): -0.63, atom 88 (O): 0.08, atom 89 (O): 0.02, atom 90 (C): 0.00, atom 91 (H): 0.07, atom 92 (H): 0.11, atom 93 (H): 0.10, atom 94 (H): 0.09, atom 95 (H): 0.13, atom 96 (H): 0.06, atom 97 (C): -0.17, atom 98 (C): -0.19, atom 99 (C): -0.13

***

[2]
Entry from OMol25: the ion C9H9IN3O2 with charge +1 (ωB97M-V with the def2-TZVPD basis set).

* HOMO-LUMO gap: 0.285 hartree
* molecular weight: 318.09 g/mol
* DFT total energy: -960.1967 hartree
* E_HOMO: -12.479 eV
* SMILES: C#Cc1c(O)[nH]c(OC#N)[n+]1C[C@H](C)I
* net charge: +1
* energy above the lowest of the compared OMol25 structures with the same formula, charge and spin: 400.3 kJ/mol

Positions of all 24 atoms, in Å:
C: 2.167 -2.950 1.465
C: 1.820 -1.688 1.246
C: 1.555 -0.280 0.499
C: 2.453 0.998 0.396
O: 3.731 1.173 1.007
N: 1.636 1.904 -0.434
C: 0.382 1.200 -0.788
O: -0.625 1.836 -1.629
C: -0.618 1.015 -2.836
N: -0.830 0.156 -3.688
N: 0.257 -0.157 -0.210
C: -0.886 -1.131 -0.323
C: -2.322 -0.368 -0.094
C: -2.315 0.546 1.274
I: -3.981 -1.834 0.038
H: 2.647 -4.005 1.551
H: 4.257 1.732 0.377
H: 1.916 2.870 -0.717
H: -0.905 -1.676 -1.336
H: -0.840 -1.946 0.499
H: -2.581 0.298 -1.001
H: -1.689 0.061 2.112
H: -1.815 1.553 0.978
H: -3.413 0.693 1.614

Atoms 1-2, force components in eV/Å:
-1.2 6.9 -1.7
2.1 -4.8 -0.9

Atomic charges from the natural (NBO) analysis, expressed in e, are listed below: atom 1 (C): -0.12, atom 2 (C): -0.13, atom 3 (C): 0.09, atom 4 (C): 0.47, atom 5 (O): -0.60, atom 6 (N): -0.54, atom 7 (C): 0.68, atom 8 (O): -0.43, atom 9 (C): 0.47, atom 10 (N): -0.26, atom 11 (N): -0.31, atom 12 (C): -0.29, atom 13 (C): -0.33, atom 14 (C): -0.66, atom 15 (I): 0.16, atom 16 (H): 0.31, atom 17 (H): 0.51, atom 18 (H): 0.48, atom 19 (H): 0.28, atom 20 (H): 0.28, atom 21 (H): 0.23, atom 22 (H): 0.23, atom 23 (H): 0.21, atom 24 (H): 0.26

***

[3]
Entry from OMol25: the molecule C4H4O3S (ωB97M-V with the def2-TZVPD basis set).

* HOMO-LUMO gap: 0.338 hartree
* molecular weight: 132.14 g/mol
* DFT total energy: -778.6667 hartree
* E_HOMO: -10.076 eV
* SMILES: O=C(S)C(=O)[C@@H]1CO1
* net charge: 0
* energy above the lowest of the compared OMol25 structures with the same formula, charge and spin: 203.6 kJ/mol

Positions of all 12 atoms, in Å:
O: -1.824 0.011 -1.344
C: -0.745 0.560 -1.378
S: -0.271 1.863 -2.536
C: 0.374 0.225 -0.375
O: 1.457 0.754 -0.493
C: 0.109 -0.880 0.634
C: 0.576 -0.589 1.999
O: 1.291 -1.517 1.199
H: -1.436 1.771 -3.191
H: -0.740 -1.537 0.446
H: 1.100 0.364 2.144
H: 0.111 -1.024 2.896

Atoms 1-2, force components in eV/Å:
1.1 0.4 -0.1
-1.1 0.2 -0.1

Atomic charges from the natural (NBO) analysis, expressed in e, are listed below: atom 1 (O): -0.51, atom 2 (C): 0.34, atom 3 (S): 0.02, atom 4 (C): 0.45, atom 5 (O): -0.46, atom 6 (C): -0.07, atom 7 (C): -0.08, atom 8 (O): -0.45, atom 9 (H): 0.14, atom 10 (H): 0.23, atom 11 (H): 0.20, atom 12 (H): 0.20

***

[4]
Entry from OMol25: the molecule C16H23NO4S (ωB97M-V with the def2-TZVPD basis set).

* HOMO-LUMO gap: 0.344 hartree
* molecular weight: 325.43 g/mol
* DFT total energy: -1377.4157 hartree
* E_HOMO: -9.250 eV
* SMILES: CC(C)C[C@@H](OC(=O)c1cccs1)C(=O)NC[C@@H]1CCCO1
* net charge: 0
* energy above the lowest of the compared OMol25 structures with the same formula, charge and spin: 4.4 kJ/mol

Positions of all 45 atoms, in Å:
C: 1.925 -3.853 0.399
C: 2.715 -2.590 0.057
C: 2.713 -2.337 -1.449
C: 2.211 -1.368 0.837
C: 0.830 -0.878 0.413
O: 0.163 -0.373 1.578
C: -1.169 -0.423 1.611
O: -1.862 -0.805 0.689
C: -1.692 0.033 2.889
C: -3.010 0.133 3.258
C: -3.165 0.611 4.569
C: -1.969 0.865 5.173
S: -0.630 0.530 4.161
C: 0.922 0.250 -0.641
O: 1.953 0.842 -0.880
N: -0.251 0.501 -1.245
C: -0.403 1.516 -2.259
C: -0.585 0.897 -3.662
C: 0.714 0.279 -4.186
C: 1.382 1.478 -4.858
C: 0.182 2.284 -5.365
O: -0.948 1.899 -4.593
H: 1.950 -4.043 1.469
H: 2.355 -4.712 -0.111
H: 0.885 -3.767 0.090
H: 3.752 -2.751 0.372
H: 1.696 -2.283 -1.833
H: 3.216 -1.400 -1.674
H: 3.228 -3.142 -1.968
H: 2.173 -1.607 1.902
H: 2.910 -0.540 0.700
H: 0.214 -1.688 0.003
H: -3.816 -0.132 2.599
H: -4.117 0.760 5.044
H: -1.801 1.235 6.166
H: -1.072 -0.026 -0.971
H: -1.277 2.134 -2.037
H: 0.493 2.138 -2.239
H: -1.409 0.174 -3.619
H: 0.491 -0.497 -4.919
H: 1.318 -0.143 -3.387
H: 1.950 2.050 -4.125
H: 2.049 1.189 -5.667
H: -0.037 2.057 -6.416
H: 0.329 3.364 -5.266

Atoms 1-2, force components in eV/Å:
0.2 0.2 0.0
-0.1 0.0 0.0

Atomic charges from the natural (NBO) analysis, expressed in e, are listed below: atom 1 (C): -0.61, atom 2 (C): -0.21, atom 3 (C): -0.62, atom 4 (C): -0.42, atom 5 (C): -0.01, atom 6 (O): -0.49, atom 7 (C): 0.79, atom 8 (O): -0.63, atom 9 (C): -0.35, atom 10 (C): -0.18, atom 11 (C): -0.27, atom 12 (C): -0.39, atom 13 (S): 0.50, atom 14 (C): 0.66, atom 15 (O): -0.63, atom 16 (N): -0.62, atom 17 (C): -0.25, atom 18 (C): 0.10, atom 19 (C): -0.43, atom 20 (C): -0.44, atom 21 (C): -0.07, atom 22 (O): -0.53, atom 23 (H): 0.21, atom 24 (H): 0.21, atom 25 (H): 0.20, atom 26 (H): 0.20, atom 27 (H): 0.19, atom 28 (H): 0.23, atom 29 (H): 0.21, atom 30 (H): 0.22, atom 31 (H): 0.24, atom 32 (H): 0.21, atom 33 (H): 0.24, atom 34 (H): 0.23, atom 35 (H): 0.24, atom 36 (H): 0.43, atom 37 (H): 0.21, atom 38 (H): 0.22, atom 39 (H): 0.18, atom 40 (H): 0.21, atom 41 (H): 0.23, atom 42 (H): 0.21, atom 43 (H): 0.22, atom 44 (H): 0.17, atom 45 (H): 0.18